(1)
C5H6O in the gas phase, computed with ωB97M-V/def2-TZVPD.

```
12
Properties=species:S:1:pos:R:3:forces:R:3:nbo_charge:R:1
C -1.073134 0.749603 -0.010341 -0.337 -1.469 -0.339 -0.540
C -0.825385 -1.126015 -0.093123 -0.186 1.485 0.089 -0.494
C 0.553003 -1.243958 0.246682 0.500 0.529 0.223 0.152
C 1.681490 -0.867223 0.516920 -0.493 -0.069 0.037 -0.234
C 2.071516 0.534861 0.437526 0.130 0.588 0.294 0.385
O 1.338819 1.412097 0.847931 1.067 -0.303 0.237 -0.540
H -1.296977 0.995387 1.040378 -0.120 -0.660 -0.503 0.218
H -0.415569 1.597220 -0.330111 0.135 -1.810 -0.186 0.245
H -1.920474 0.770169 -0.658328 -0.962 0.201 -0.059 0.194
H -1.058587 -1.774397 -0.977936 -0.106 1.464 0.197 0.240
H -1.514898 -1.437338 0.691593 0.191 0.088 0.118 0.240
H 3.006835 0.789069 -0.068190 0.180 -0.043 -0.106 0.135
```
Positions in Å, forces in eV/Å.

Summary:
- relative energy (zero: lowest compared OMol25 entry of this formula, charge and spin) (kcal per mole) = 103.5
- HOMO level (eV) = -9.70

=====

(2)
C5H6O in the gas phase, computed with ωB97M-V/def2-TZVPD.

```
12
Properties=species:S:1:pos:R:3:forces:R:3:nbo_charge:R:1
C 2.832137 -0.129936 0.911153 -0.317 -0.008 -0.359 -0.149
C 1.942448 -0.116901 0.098289 0.428 -0.025 0.433 -0.131
C 0.679400 -0.101594 -0.646330 -0.100 -0.055 -0.253 0.521
O 0.585437 -0.375659 -1.821088 0.091 0.110 0.517 -0.495
C -0.483716 0.286716 0.242847 -0.055 0.011 0.023 -0.489
C -1.847907 0.012036 -0.366932 -0.075 -0.009 -0.048 -0.608
H 3.618779 -0.150606 1.632699 -0.038 0.010 -0.174 0.239
H -0.344275 -0.231112 1.199463 -0.070 0.063 -0.124 0.228
H -0.354267 1.354835 0.469643 0.002 -0.133 -0.022 0.234
H -2.636242 0.314098 0.329141 0.096 -0.037 -0.121 0.213
H -1.972337 -1.052763 -0.585853 0.026 0.152 0.018 0.216
H -1.977603 0.561478 -1.302438 0.012 -0.080 0.110 0.222
```
Positions in Å, forces in eV/Å.

Summary:
- relative energy (zero: lowest compared OMol25 entry of this formula, charge and spin) (kcal per mole) = 39.9
- HOMO level (eV) = -10.34

=====

(3)
C5H6O in the gas phase, computed with ωB97M-V/def2-TZVPD.

```
12
Properties=species:S:1:pos:R:3:forces:R:3:nbo_charge:R:1
O 1.801539 -0.702713 0.360853 -0.024 0.073 -0.231 -0.692
C 0.520921 -0.537652 0.839034 -0.166 0.006 0.245 0.137
C -0.122769 0.778646 0.805291 0.045 0.194 0.343 -0.395
C -0.672243 -0.340942 -0.113412 -0.188 0.028 0.277 -0.294
C -0.186983 -0.857332 -1.781285 0.094 0.656 -0.038 0.003
C -0.586871 0.332018 -1.530429 0.091 -0.658 -0.582 -0.404
H 1.764812 -0.704649 -0.611062 -0.050 -0.149 0.065 0.492
H 0.294776 -1.184505 1.682260 0.018 -0.020 -0.200 0.198
H 0.444667 1.565334 0.316280 -0.174 -0.131 0.057 0.229
H -0.829725 1.105931 1.551738 0.134 -0.028 0.270 0.232
H -1.601528 -0.819550 0.194398 0.253 0.304 -0.085 0.233
H -0.826596 1.365415 -1.713666 -0.034 -0.274 -0.121 0.260
```
Positions in Å, forces in eV/Å.

Summary:
- relative energy (zero: lowest compared OMol25 entry of this formula, charge and spin) (kcal per mole) = 112.2
- HOMO level (eV) = -9.80

=====

(4)
C5H6O in the gas phase, computed with ωB97M-V/def2-TZVPD.

```
12
Properties=species:S:1:pos:R:3:forces:R:3:nbo_charge:R:1
O 1.424954 -0.552995 1.424652 0.361 -0.015 -0.014 -0.685
C 1.050528 -0.216298 0.144061 -0.217 0.149 -0.265 0.373
C 0.869551 1.057234 -0.279405 -0.102 -0.040 0.308 -0.310
C -0.585256 1.120813 -0.488139 -0.234 0.054 -0.093 -0.209
C -1.167470 -0.090864 -0.318029 -0.210 0.166 -0.550 -0.244
C -0.043178 -1.107920 -0.351478 -0.091 -0.040 0.153 -0.534
H 0.501466 -0.470461 1.777868 1.055 -0.308 0.607 0.474
H 1.500708 1.903863 -0.033231 -0.230 -0.128 0.200 0.220
H -1.111323 2.063541 -0.571126 -0.018 -0.059 -0.222 0.218
H -2.219550 -0.330759 -0.363727 -0.009 0.109 -0.372 0.217
H -0.061905 -2.039159 0.218484 -0.428 0.207 0.018 0.227
H 0.081139 -1.357487 -1.417274 0.124 -0.096 0.230 0.253
```
Positions in Å, forces in eV/Å.

Summary:
- relative energy (zero: lowest compared OMol25 entry of this formula, charge and spin) (kcal per mole) = 67.0
- HOMO level (eV) = -7.97